This record from OMol25 describes a gas-phase ion, C6H12N (charge +2) at a distorted geometry. The level of theory is ωB97M-V/def2-TZVPD.

Output
Spin multiplicity = 2
HOMO (alpha / beta) = -19.8 / -19.7 eV
Energy above the lowest of the compared OMol25 structures with the same formula, charge and spin = 2.240 eV
LUMO energy (alpha / beta) = -11.173 / -13.950 eV
E_tot = -7883.9420 eV
Total charge = +2

Each line ends with the natural charge from an NBO analysis.
Positions of all 19 atoms, in Å:
C: -1.18234 -0.35529 -1.76102  -0.6181
C: -1.66205 -0.37633 -0.29580  -0.3535
C: -0.55840 -0.73195 0.73832  -0.4938
C: 0.78799 -0.24768 0.30657  0.4259
C: 1.85646 -1.03327 -0.09220  -0.0205
C: 0.71811 1.93545 1.48380  0.2473
N: 1.12171 1.12987 0.55282  -0.4926
H: -1.10926 -1.41960 -2.01547  0.2425
H: -0.15683 -0.00201 -1.97185  0.1865
H: -1.85251 0.26002 -2.34585  0.2749
H: -2.45737 -1.07948 -0.07558  0.2750
H: -1.95280 0.65954 -0.06081  0.2231
H: -0.43382 -1.82337 0.76740  0.2781
H: -0.70109 -0.38974 1.76547  0.2786
H: 2.84766 -0.69255 -0.38329  0.2601
H: 1.66681 -2.09097 -0.26353  0.2700
H: 1.37040 2.80550 1.57886  0.2649
H: -0.15498 1.95378 2.13592  0.2828
H: 1.85232 1.49807 -0.06375  0.4687